C4H29N2O9S | the ωB97M-V functional and the def2-TZVPD basis

```
45
C4H29N2O9S, DFT the ωB97M-V functional and the def2-TZVPD basis
N 1.09976 -1.09904 1.67101
C 0.71323 -0.92669 0.24360
C 1.06505 -2.12530 -0.62019
S 0.74299 -3.75412 0.08836
C 1.16338 0.36168 -0.39039
N 0.86040 1.54454 0.44610
C 1.88417 2.57809 0.31141
H 1.23310 -2.09760 1.82366
H 1.94628 -0.59364 1.89120
H -0.38130 -0.84531 0.32563
H 0.51956 -2.08941 -1.56254
H 2.11354 -2.05631 -0.94668
H 0.66706 0.55981 -1.34050
H 2.21910 0.35351 -0.65254
H 0.79590 1.25774 1.41420
H 2.89948 2.16127 0.25020
H 1.88772 3.25999 1.15759
H 1.72192 3.06609 -0.64959
H 3.62093 -0.42574 0.14521
H 4.71329 -1.25573 0.82458
O 4.12132 -0.50925 0.95781
H -1.81640 0.42344 2.22573
H -0.50943 0.27991 3.07494
O -1.47229 0.35505 3.12412
H -1.16940 2.81083 1.16288
H -1.59881 2.42893 2.60154
O -1.46104 3.17650 2.00619
H -2.20390 -1.60537 2.22644
H -1.55246 -2.76683 1.51438
O -2.40173 -2.29032 1.57410
H -1.91539 -1.61677 -1.97004
H -2.23854 -0.04525 -2.00618
O -1.77845 -0.75496 -2.45416
H -2.58023 -2.90447 -0.32706
H -1.28187 -3.54228 -0.76909
O -2.06882 -3.05400 -1.13597
H 0.37212 -0.25637 -4.86415
H -0.19812 -0.55192 -3.46983
O 0.56180 -0.15020 -3.93093
H -0.06186 3.37077 -1.85475
H -1.15533 2.49144 -1.45605
O -1.00093 3.42926 -1.64473
H -2.46289 0.36181 0.16351
H -2.57769 1.92019 0.55804
O -3.03520 1.12605 0.26291
```

Computed properties:
ΔE to the lowest compared entry with this formula, charge and spin   50.3 kJ/mol
Gap between HOMO and LUMO   0.251 Eh
Total charge   -1
Energy   -1354.73421 a.u.
E_LUMO   2.8 eV
HOMO   -4.08 eV